An isolated molecule of C19H16F3N3O4 at a distorted geometry. Source: OMol25; level of theory: ωB97M-V/def2-TZVPD.

## Properties
SMILES string = C[C@]1(c2ccc(OC(F)F)cc2)NC(=O)N(CC(=O)Nc2ccc(F)cc2)C1=O
strongest force on any atom = 1.5 eV Å⁻¹
energy above the lowest of the compared OMol25 structures with the same formula, charge and spin = 0.45 kcal/mol
electronic energy = -1498.56010 hartree
LUMO level = 0.4 eV
E_HOMO = -0.308 Eh
total charge = 0

Each line ends with the Löwdin charge.
Element x y z (Å)
C  -3.74284  1.44960  -0.95465  0.019
C  -2.33267  0.92645  -0.66656  -0.354
C  -1.50181  1.94245  0.09896  -0.149
C  -0.28298  2.40122  -0.38595  -0.009
C  0.44825  3.32954  0.32762  0.013
C  -0.02815  3.80301  1.54293  -0.209
O  0.79103  4.74484  2.17034  0.080
C  0.42566  5.30753  3.32554  -0.466
F  0.26130  4.41439  4.33208  0.091
F  -0.75756  5.96879  3.24457  0.087
C  -1.22935  3.33599  2.05044  0.015
C  -1.95629  2.40796  1.32501  -0.002
N  -1.68829  0.46012  -1.87167  0.159
C  -1.32498  -0.83379  -1.81745  -0.467
O  -0.76378  -1.48251  -2.67190  0.083
N  -1.71913  -1.31690  -0.56799  0.087
C  -1.56410  -2.69000  -0.13741  -0.005
C  -0.11199  -3.04188  0.24725  -0.433
O  0.18596  -3.35176  1.37672  0.085
N  0.72433  -2.98230  -0.81518  0.135
C  2.10125  -3.21781  -0.85434  -0.214
C  2.83240  -3.64476  0.25146  -0.001
C  4.19268  -3.86422  0.13677  -0.001
C  4.81164  -3.65633  -1.08169  -0.285
F  6.14107  -3.87086  -1.19283  0.049
C  4.10530  -3.23219  -2.19344  -0.010
C  2.74741  -3.01387  -2.07385  -0.015
C  -2.38534  -0.36693  0.16086  -0.349
O  -2.90976  -0.52573  1.22790  0.142
H  -4.29395  1.55526  -0.02554  0.087
H  -3.68873  2.41710  -1.44820  0.096
H  -4.27447  0.74957  -1.59585  0.095
H  0.10934  2.03504  -1.32202  0.111
H  1.39244  3.69625  -0.04020  0.123
H  1.20238  6.02741  3.62771  0.175
H  -1.61396  3.67238  2.99927  0.117
H  -2.87618  2.02773  1.73822  0.118
H  -1.56157  1.02760  -2.69179  0.170
H  -1.89611  -3.35725  -0.93909  0.143
H  -2.19216  -2.81934  0.74727  0.136
H  0.32343  -2.67490  -1.70136  0.101
H  2.33417  -3.80140  1.19320  0.102
H  4.77278  -4.19505  0.98331  0.119
H  4.61716  -3.07908  -3.13014  0.117
H  2.17618  -2.68137  -2.92829  0.115